1 | Below is a 2-piece molecular cluster, C3H8OS2 overall, with properties calculated with ωB97M-V/def2-TZVPD.

Last column: Löwdin charge in e.
Atoms and positions in Å:
C 2.25 -2.70 0.34  -0.492
S 1.68 -1.03 -0.05  0.332
S 3.33 0.06 -0.67  0.276
H 1.97 -3.47 -0.38  0.032
H 1.87 -2.94 1.33  0.027
H 3.33 -2.75 0.39  0.019
H 4.20 -0.23 0.31  -0.198
O -2.02 3.29 0.78  0.042
C -1.96 2.29 0.11  -0.323
C -3.17 1.55 -0.36  -0.062
H -0.99 1.91 -0.26  0.113
H -3.20 1.46 -1.45  0.081
H -4.08 2.04 -0.06  0.075
H -3.19 0.51 -0.02  0.079

Output
- E_HOMO (eV) = -8.7
- SMILES string = CC=O.CSS
- 2S+1 = 1
- LUMO energy (eV) = 0.44
- net charge = 0

2 | Below is one molecule with the formula C3H8OS2, with properties calculated with ωB97M-V/def2-TZVPD.

Last column: Löwdin charge in e.
Atoms and positions in Å:
C -0.57 0.98 -0.28  -0.706
C -2.28 -1.00 0.54  -0.394
C 2.09 0.63 0.42  -0.226
O 0.65 -1.40 -0.47  -0.474
S -2.09 0.29 -0.74  0.713
S 0.88 0.00 -0.79  0.683
H -0.52 2.03 -1.05  0.090
H -3.23 -1.48 0.35  0.027
H -2.27 -0.53 1.52  0.037
H -1.47 -1.71 0.44  0.011
H 1.60 0.63 1.39  0.058
H 2.96 -0.02 0.42  0.055
H 2.35 1.64 0.13  0.057
H 1.90 -0.06 -1.88  0.069

Output
- E_HOMO (eV) = -7.9
- SMILES string = CSC=[S@@H](C)=O
- 2S+1 = 1
- LUMO energy (eV) = 0.02
- net charge = 0

Energies, relative to the best one, in kcal/mol: 1 0.0; 2 86.1.

1 | Below is a 2-piece molecular cluster, C3H8OS2 overall, with properties calculated with ωB97M-V/def2-TZVPD.

Last column: Löwdin charge in e.
Atoms and positions in Å:
C 1.14 -1.37 -1.33  -0.502
S 0.22 -0.48 -2.58  0.338
S 1.01 1.40 -2.48  0.304
H 0.77 -2.39 -1.31  0.031
H 0.97 -0.92 -0.35  0.010
H 2.22 -1.39 -1.50  0.032
H 0.26 1.92 -1.50  -0.220
C -1.50 0.42 0.72  -0.009
C -0.90 0.28 1.88  -0.297
O 0.00 1.20 2.32  -0.010
H -2.22 -0.30 0.39  0.054
H -1.28 1.29 0.10  0.052
H -1.08 -0.61 2.47  0.109
H 0.37 0.94 3.18  0.108

Output
- E_HOMO (eV) = -9.0
- SMILES string = C=CO.CSS
- 2S+1 = 1
- LUMO energy (eV) = 0.67
- net charge = 0

2 | Below is one molecule with the formula C3H8OS2, with properties calculated with ωB97M-V/def2-TZVPD.

Last column: Löwdin charge in e.
Atoms and positions in Å:
C 0.34 0.87 0.19  -0.247
C -0.91 -1.48 0.03  -0.604
C 0.33 -0.81 0.50  -0.803
O 1.37 1.08 -0.74  -0.052
S -0.83 -1.41 -1.80  0.754
S 0.84 -1.21 2.17  0.730
H 0.46 1.32 1.26  0.120
H -0.65 0.98 -0.17  0.065
H -1.83 -0.90 0.32  0.090
H -0.97 -2.51 0.53  0.099
H 1.22 -1.04 -0.21  0.099
H 2.19 0.94 -0.35  0.053
H -1.16 -0.17 -1.74  -0.170
H 1.62 -0.11 2.27  -0.135

Output
- E_HOMO (eV) = -9.0
- SMILES string = OC[C@@H](S)CS
- 2S+1 = 1
- LUMO energy (eV) = 0.61
- net charge = 0

Energies, relative to the best one, in kcal/mol: 1 0.0; 2 19.0.

1 | Below is C34H41BGeN13O4SeTi as an isolated structure, with properties calculated with ωB97M-V/def2-TZVPD.

Last column: Löwdin charge in e.
Atoms and positions in Å:
Ti -0.21 -0.24 0.01  1.039
C 2.28 -4.37 -0.56  -0.060
C 0.94 -4.35 -0.15  -0.168
N 0.74 -3.44 0.79  0.061
N 1.94 -2.85 1.00  -0.023
C 2.88 -3.40 0.19  -0.091
B 2.17 -1.71 2.00  -0.677
N 2.66 -0.44 1.26  0.047
C 3.92 -0.03 1.03  -0.054
C 3.89 1.07 0.21  -0.025
C 2.53 1.28 -0.03  -0.157
N 1.80 0.38 0.61  -0.065
N 0.84 -1.39 2.72  0.033
C 0.57 -1.53 4.02  -0.034
C -0.73 -1.12 4.25  -0.027
C -1.20 -0.73 2.99  -0.121
N -0.24 -0.90 2.08  -0.043
N 3.20 -2.14 3.03  -0.036
C 3.42 -3.40 3.48  -0.082
C 4.27 -3.31 4.56  -0.067
C 4.51 -1.93 4.69  -0.161
N 3.87 -1.23 3.78  0.071
H 2.74 -5.00 -1.30  0.092
H 0.12 -4.97 -0.48  0.100
H 3.90 -3.05 0.23  0.128
H 4.75 -0.53 1.51  0.120
H 4.72 1.65 -0.16  0.100
H 2.04 2.04 -0.63  0.123
H 1.32 -1.91 4.70  0.126
H -1.26 -1.10 5.18  0.099
H -2.15 -0.32 2.71  0.115
H 2.96 -4.25 3.01  0.125
H 4.66 -4.12 5.15  0.089
H 5.14 -1.42 5.41  0.098
N -1.54 -1.94 -0.56  0.005
N -2.86 -1.46 -0.69  0.041
C -3.13 -0.28 0.01  -0.684
O -4.27 0.07 0.22  0.082
O -2.05 0.34 0.39  -0.281
H -1.20 -2.30 -1.44  0.116
H -1.43 -2.66 0.16  0.098
H -3.61 -2.14 -0.72  0.146
C -4.05 0.57 -10.35  -0.085
O -3.17 -0.30 -9.66  -0.081
C -2.14 0.26 -8.97  -0.283
C -1.86 1.63 -8.94  -0.023
C -0.78 2.09 -8.21  -0.020
C 0.04 1.21 -7.49  -0.311
C -0.25 -0.17 -7.55  -0.006
C -1.32 -0.63 -8.28  -0.002
N 1.06 1.76 -6.77  0.058
N 1.82 0.92 -6.10  0.056
C 1.63 0.56 -4.87  -0.220
C 2.60 -0.38 -4.32  -0.022
C 2.41 -0.99 -3.13  0.007
C 1.27 -0.65 -2.33  -0.327
O 0.96 -1.20 -1.16  -0.181
C 0.45 0.38 -2.71  -0.172
N -0.49 0.72 -1.75  -0.007
C -1.45 1.63 -2.13  -0.130
C -1.43 2.25 -3.34  -0.042
C -0.41 1.96 -4.29  0.013
C 0.53 1.02 -4.00  -0.060
H -4.81 -0.06 -10.79  0.091
H -3.53 1.12 -11.14  0.095
H -4.52 1.29 -9.67  0.095
H -2.48 2.34 -9.48  0.101
H -0.55 3.15 -8.18  0.113
H 0.39 -0.87 -7.03  0.109
H -1.54 -1.69 -8.34  0.120
H 3.45 -0.61 -4.94  0.108
H 3.11 -1.73 -2.75  0.116
H -2.21 1.84 -1.40  0.101
H -2.21 2.96 -3.57  0.107
H -0.40 2.49 -5.23  0.094
C -2.29 6.47 -0.66  -0.220
Ge -2.23 4.97 0.59  0.741
C -3.76 3.78 0.33  -0.205
C -2.14 5.62 2.43  -0.222
C -0.59 3.93 0.23  -0.548
Se -0.41 2.43 1.47  0.966
C 1.20 3.05 2.37  -0.360
H -3.16 7.10 -0.46  0.018
H -2.36 6.11 -1.69  0.015
H -1.39 7.09 -0.57  0.017
H -4.63 4.16 0.87  0.024
H -3.56 2.77 0.68  0.002
H -4.03 3.73 -0.73  0.023
H -3.05 6.16 2.69  0.019
H -1.30 6.30 2.56  0.019
H -2.03 4.79 3.12  0.010
H 0.31 4.54 0.34  0.026
H -0.60 3.54 -0.79  -0.009
H 0.98 4.00 2.86  0.025
H 2.02 3.17 1.66  0.015
H 1.47 2.30 3.11  0.031

Output
- E_HOMO (spin up / spin down) (eV) = -6.3 / -6.2
- 2S+1 = 2
- LUMO energy (spin up / spin down) (eV) = -0.98 / -0.84
- net charge = 0
- expectation value of S² = 0.7874

2 | Below is C34H41BGeN13O4SeTi as an isolated structure, with properties calculated with ωB97M-V/def2-TZVPD.

Last column: Löwdin charge in e.
Atoms and positions in Å:
Ti 0.47 -0.82 0.74  1.096
C 4.20 1.19 -0.46  -0.045
C 3.24 0.18 -0.55  -0.142
N 2.34 0.30 0.42  -0.040
N 2.69 1.40 1.13  0.029
C 3.81 1.94 0.62  -0.067
B 1.87 1.74 2.39  -0.650
N 0.37 1.96 2.03  0.034
C -0.37 3.03 2.35  -0.057
C -1.69 2.77 2.02  -0.028
C -1.66 1.48 1.50  -0.120
N -0.42 1.00 1.50  -0.040
N 1.95 0.50 3.32  0.028
C 2.63 0.25 4.45  -0.067
C 2.42 -1.07 4.80  -0.038
C 1.61 -1.57 3.78  -0.108
N 1.34 -0.63 2.88  -0.005
N 2.35 3.02 3.07  -0.015
C 2.26 3.40 4.37  -0.094
C 2.54 4.75 4.43  -0.059
C 2.77 5.11 3.09  -0.150
N 2.64 4.08 2.28  0.067
H 5.04 1.36 -1.11  0.099
H 3.13 -0.62 -1.26  0.101
H 4.23 2.83 1.05  0.109
H 0.07 3.91 2.78  0.124
H -2.54 3.42 2.14  0.100
H -2.48 0.89 1.13  0.092
H 3.24 1.00 4.92  0.115
H 2.81 -1.59 5.65  0.096
H 1.23 -2.56 3.63  0.103
H 1.96 2.73 5.14  0.115
H 2.57 5.36 5.31  0.092
H 3.02 6.08 2.69  0.103
N 2.25 -3.00 -0.77  0.032
N 1.25 -3.06 -1.74  -0.002
C 0.30 -2.07 -1.87  -0.668
O -0.63 -2.22 -2.65  0.045
O 0.51 -0.99 -1.16  -0.195
H 3.13 -3.31 -1.15  0.092
H 2.00 -3.51 0.07  0.071
H 0.98 -3.96 -2.12  0.136
C -1.99 -4.27 -4.97  -0.066
O -3.35 -4.44 -4.57  -0.072
C -3.58 -4.88 -3.31  -0.278
C -2.58 -5.26 -2.42  0.003
C -2.91 -5.67 -1.14  -0.017
C -4.24 -5.71 -0.73  -0.291
C -5.24 -5.41 -1.66  -0.038
C -4.92 -4.98 -2.93  0.004
N -4.73 -6.07 0.57  0.070
N -4.20 -5.70 1.62  0.074
C -3.03 -4.86 1.63  -0.249
C -1.91 -5.32 2.26  -0.028
C -0.69 -4.62 2.24  0.004
C -0.60 -3.41 1.60  -0.330
O 0.50 -2.70 1.45  -0.229
C -1.80 -2.86 1.05  -0.127
N -1.64 -1.64 0.47  0.062
C -2.64 -1.14 -0.22  -0.114
C -3.90 -1.76 -0.28  -0.010
C -4.10 -2.94 0.38  0.019
C -3.01 -3.56 1.03  -0.099
H -2.03 -3.84 -5.96  0.093
H -1.48 -5.23 -5.01  0.094
H -1.46 -3.59 -4.29  0.064
H -1.54 -5.20 -2.70  0.099
H -2.12 -5.95 -0.46  0.116
H -6.27 -5.50 -1.35  0.115
H -5.68 -4.72 -3.64  0.119
H -1.97 -6.29 2.75  0.117
H 0.19 -5.05 2.69  0.114
H -2.45 -0.22 -0.76  0.125
H -4.70 -1.28 -0.83  0.114
H -5.07 -3.41 0.37  0.118
C 1.37 7.32 -1.28  -0.222
Ge 1.74 5.49 -1.87  0.734
C 3.58 5.01 -1.43  -0.211
C 1.45 5.34 -3.80  -0.227
C 0.58 4.26 -0.88  -0.598
Se 0.60 2.43 -1.56  0.900
C -0.82 2.61 -2.87  -0.399
H 2.02 8.03 -1.80  0.015
H 1.54 7.42 -0.21  0.011
H 0.33 7.59 -1.49  0.016
H 4.29 5.69 -1.89  0.019
H 3.78 4.00 -1.79  0.009
H 3.71 5.02 -0.35  0.004
H 2.20 5.92 -4.34  0.018
H 0.47 5.71 -4.08  0.019
H 1.54 4.30 -4.10  0.007
H -0.46 4.59 -0.81  0.021
H 0.97 4.19 0.14  -0.022
H -0.55 3.33 -3.64  0.001
H -1.74 2.91 -2.37  0.021
H -0.95 1.63 -3.32  0.019

Output
- E_HOMO (spin up / spin down) (eV) = -7.6 / -7.6
- 2S+1 = 2
- LUMO energy (spin up / spin down) (eV) = -0.26 / -0.25
- net charge = 0
- expectation value of S² = 0.7522

Energies, relative to the best one, in kcal/mol: 1 40.1; 2 0.0.

1 | Below is a 2-piece molecular cluster, C5H10Si overall, with properties calculated with ωB97M-V/def2-TZVPD.

Last column: Löwdin charge in e.
Atoms and positions in Å:
C 2.19 1.54 1.33  0.047
C 1.20 1.02 0.86  -0.236
C 1.16 -1.84 -1.02  -0.043
C -1.48 -0.27 1.43  -0.221
C -1.00 1.14 -1.25  -0.237
Si -0.20 0.19 0.12  0.633
H 3.21 1.72 1.47  0.010
H 0.62 -2.74 -1.06  -0.048
H 1.50 -1.73 -2.02  -0.038
H 1.99 -1.76 -0.42  -0.075
H -2.34 -0.57 0.81  0.022
H -1.28 -1.05 2.18  0.029
H -1.82 0.43 2.21  0.040
H -1.19 0.44 -2.10  0.038
H -2.04 1.38 -0.98  0.022
H -0.52 2.12 -1.57  0.058

Output
- E_HOMO (eV) = -8.4
- 2S+1 = 1
- LUMO energy (eV) = 0.60
- net charge = 0

2 | Below is C5H10Si as an isolated structure, with properties calculated with ωB97M-V/def2-TZVPD.

Last column: Löwdin charge in e.
Atoms and positions in Å:
C 1.78 0.65 0.22  -0.291
C 0.65 1.29 0.29  -0.196
C 1.96 -0.74 -0.09  -0.129
C 0.10 -1.29 -0.55  -0.192
C -2.46 0.39 0.61  -0.240
Si -0.82 0.39 -0.40  0.586
H 2.66 1.22 0.36  0.088
H 0.61 2.37 0.52  0.066
H 2.44 -1.02 -1.07  0.091
H 2.41 -1.39 0.71  0.099
H 0.31 -1.67 -1.58  0.024
H -0.18 -2.22 0.09  0.057
H -2.34 -0.48 1.28  0.010
H -2.47 1.35 1.23  0.029
H -3.48 0.45 0.12  0.038
H -1.17 0.70 -1.74  -0.039

Output
- E_HOMO (eV) = -9.6
- 2S+1 = 1
- LUMO energy (eV) = 1.09
- net charge = 0

Energies, relative to the best one, in kcal/mol: 1 39.3; 2 0.0.

1 | Below is a 2-piece molecular cluster, H3OP overall, with properties calculated with ωB97M-V/def2-TZVPD.

Last column: Löwdin charge in e.
Atoms and positions in Å:
O -0.15 0.88 -0.38  -0.620
P 0.26 -0.57 0.02  0.543
H -1.46 0.46 -1.11  0.314
H 1.06 -0.17 1.15  -0.106
H -0.74 -0.80 0.99  -0.132

Output
- E_HOMO (eV) = -9.1
- 2S+1 = 1
- LUMO energy (eV) = -1.55
- net charge = 0

2 | Below is a 2-piece molecular cluster, H3OP overall, with properties calculated with ωB97M-V/def2-TZVPD.

Last column: Löwdin charge in e.
Atoms and positions in Å:
O 0.94 -0.92 0.31  -0.507
P 0.57 0.63 -0.08  0.656
H 1.25 -0.74 1.20  -0.011
H 0.42 0.25 -1.54  -0.105
H -1.57 0.71 0.16  -0.032

Output
- E_HOMO (eV) = -9.2
- 2S+1 = 1
- LUMO energy (eV) = 0.03
- net charge = 0

Energies, relative to the best one, in kcal/mol: 1 27.3; 2 0.0.